Here is a 2-piece molecular cluster, C17H29F5NO5PSSi overall from OMol25. Energies are from wB97M-V/def2-TZVPD.

Each line ends with the Mulliken charge.
CARTESIAN COORDINATES (ANGSTROEM)
1 C 2.30729 4.21506 2.61320  -1.36
2 C 1.80836 3.42288 1.34972  1.41
3 O 0.46327 3.85316 1.05604  -0.47
4 C 2.67549 3.70466 0.04097  -0.94
5 N 3.68858 2.62727 -0.05853  -0.18
6 C 3.41591 1.64564 -1.11616  -0.72
7 C 3.29348 0.18179 -0.43191  -0.11
8 O 3.47141 0.36395 1.00346  -0.17
9 P 3.57511 -1.04992 1.82442  0.01
10 C 2.24272 -1.04828 3.15407  1.05
11 F 2.76487 -1.75564 4.23944  -0.30
12 F 1.99750 0.24505 3.59199  -0.24
13 C 0.90270 -1.73386 2.71183  -1.00
14 C 0.62796 -1.39985 1.18773  1.20
15 Si -1.15387 -1.79380 0.58278  0.03
16 C -2.12318 -2.95529 1.74486  -1.07
17 C -0.92984 -2.70685 -1.08872  -0.86
18 C -2.13017 -0.20938 0.13600  0.74
19 C -3.55364 -0.31078 -0.22850  -0.39
20 C -4.30366 0.87723 -0.61605  -0.60
21 C -3.63894 2.18086 -0.65388  -0.47
22 C -2.23967 2.28612 -0.26296  -0.36
23 C -1.48808 1.10390 0.12345  0.09
24 H 1.75490 3.79763 3.50290  0.34
25 H 3.40712 4.13941 2.80734  0.34
26 H 1.99360 5.29240 2.50324  0.34
27 H 1.77236 2.33441 1.60799  -0.65
28 H 0.54320 4.75764 0.69780  0.31
29 H 3.19660 4.69281 0.18336  0.35
30 H 1.97035 3.75520 -0.82825  0.32
31 H 4.63995 2.98299 -0.09023  0.26
32 H 4.25263 1.59384 -1.87023  0.37
33 H 2.49047 1.86404 -1.70765  0.30
34 H 4.02772 -0.51979 -0.90256  0.51
35 H 2.26949 -0.19052 -0.70904  0.03
36 H 3.57817 -2.20370 1.00035  0.23
37 H 4.83249 -1.00771 2.50814  0.17
38 H 0.07549 -1.29235 3.31937  0.35
39 H 0.95684 -2.84541 2.84088  0.31
40 H 1.32839 -2.05936 0.58699  0.15
41 H 0.92943 -0.33789 0.98996  -1.03
42 H -2.52774 -2.36236 2.60484  0.32
43 H -3.00278 -3.37638 1.17940  0.35
44 H -1.47742 -3.81412 2.05953  0.35
45 H -0.61327 -1.91144 -1.82675  0.30
46 H -0.10668 -3.46806 -1.05864  0.42
47 H -1.92537 -3.13496 -1.41183  0.07
48 H -4.06466 -1.30348 -0.21120  0.17
49 H -5.37584 0.85221 -0.92633  0.33
50 H -4.22506 3.07146 -0.98576  0.33
51 H -1.71016 3.26252 -0.26200  0.29
52 H -0.41901 1.22156 0.40817  -0.24
53 C -3.55081 -3.51758 -5.39276  0.54
54 F -4.33128 -4.55073 -5.77230  -0.23
55 F -2.27929 -3.97952 -5.40526  -0.24
56 F -3.62931 -2.60167 -6.38110  -0.24
57 S -4.03957 -2.82688 -3.74407  1.22
58 O -3.89730 -3.93392 -2.80879  -0.71
59 O -5.40972 -2.38578 -3.91412  -0.68
60 O -3.10753 -1.73840 -3.49467  -0.65

ΔE to the lowest compared entry with this formula, charge and spin in eV: 0.0000
HOMO level in eV: -7.46
Max |F| in eV Å⁻¹: 3.2
Frontier orbital gap in eV: 5.3
DFT total energy in Ha: -2624.3321

Here is C17H29ILaNO2P2 as an isolated structure from OMol25. Energies are from wB97M-V/def2-TZVPD.

Each line ends with the Mulliken charge.
CARTESIAN COORDINATES (ANGSTROEM)
1 C 1.19875 0.95633 -3.19158  -0.65
2 C 0.89042 0.62376 -1.85661  0.15
3 N -0.15399 -0.24071 -1.60842  0.35
4 C -0.79227 -0.86416 -2.61925  0.19
5 C -0.46580 -0.60645 -3.94504  -0.73
6 C 0.53129 0.32730 -4.22967  -0.35
7 C 1.62574 1.13753 -0.70827  -1.19
8 P 2.63198 0.14511 0.34642  0.93
9 La -0.15920 -0.28578 0.92972  0.82
10 P -2.54005 -1.67614 -0.55705  0.70
11 C -1.85886 -1.88680 -2.27176  -1.18
12 C 0.45926 -0.24915 3.31343  -0.83
13 C -0.68756 -1.01350 3.56215  -0.23
14 C -1.95465 -0.39366 3.45314  -0.37
15 C -2.03492 0.97626 3.16449  -0.34
16 C -0.87114 1.75457 3.03570  -0.37
17 C 0.40088 1.14903 3.17523  -0.38
18 O 4.55981 3.93905 0.34984  -0.65
19 O -2.26051 1.87844 -0.16572  -0.47
20 H 1.99965 1.67542 -3.36105  0.49
21 H -1.01082 -1.13483 -4.72428  0.45
22 H 0.78501 0.55317 -5.26346  0.41
23 C 3.56697 -1.04579 -0.65464  -1.35
24 C 3.84291 1.17371 1.19866  -1.38
25 H -2.69092 -1.81859 -2.99046  0.50
26 H -1.43462 -2.90455 -2.33257  0.42
27 H 5.39963 4.12158 0.65318  0.28
28 H 1.76869 2.22418 -0.66133  0.50
29 C -3.34787 -3.29336 -0.30774  -1.23
30 C -3.98392 -0.62964 -0.93871  -1.27
31 H -0.62183 -2.08153 3.77982  0.48
32 H -2.86535 -0.97963 3.60467  0.40
33 H -3.01520 1.45493 3.08889  0.39
34 H -0.95138 2.83245 2.87226  0.39
35 H 1.30859 1.75513 3.11477  0.33
36 H 1.52754 -0.86431 1.60690  0.02
37 H -2.02658 2.29972 -1.00990  0.22
38 H -2.71996 2.51088 0.30591  0.23
39 H 3.97043 4.54853 0.82056  0.32
40 H 1.40508 -0.87106 2.38170  0.23
41 H 4.58733 -1.12833 -0.25288  0.45
42 H 3.07949 -2.03013 -0.62222  0.27
43 H 3.61620 -0.69765 -1.69580  0.34
44 H 4.78399 0.60834 1.27749  0.42
45 H 4.04091 2.12982 0.67682  0.48
46 H 3.49129 1.39989 2.21564  0.27
47 H -4.26384 -0.73324 -1.99451  0.38
48 H -4.81623 -0.94940 -0.29927  0.44
49 H -3.72826 0.41660 -0.72027  0.17
50 H -3.34978 -3.88404 -1.23414  0.36
51 H -2.79112 -3.83686 0.46570  0.30
52 H -4.37827 -3.12326 0.03130  0.38
53 I 0.30306 -3.36918 0.79220  -0.51

ΔE to the lowest compared entry with this formula, charge and spin in eV: 3.4611
HOMO level in eV: -4.89
Max |F| in eV Å⁻¹: 5.2
Frontier orbital gap in eV: 4.8
DFT total energy in Ha: -1882.2571

Here is C17H29ILaNO2P2 as an isolated structure from OMol25. Energies are from wB97M-V/def2-TZVPD.

Each line ends with the Mulliken charge.
CARTESIAN COORDINATES (ANGSTROEM)
1 C -0.83748 3.84760 -1.22818  -0.87
2 C -1.09211 2.61723 -0.60273  1.28
3 N -0.06337 2.09608 0.18174  -0.24
4 C 0.94510 2.89553 0.64045  0.98
5 C 0.99860 4.20365 0.25447  -0.65
6 C 0.16681 4.67927 -0.75392  -0.52
7 C -2.21925 1.84174 -0.86539  -1.48
8 P -2.66081 0.12828 -0.45531  0.95
9 La -0.41502 -0.01220 1.29880  0.39
10 P 2.37806 0.55787 1.54636  0.73
11 C 1.86667 2.32159 1.71462  -1.54
12 C 0.10132 -2.82713 0.18482  1.35
13 C -0.97948 -3.21423 0.95430  -0.18
14 C -0.95707 -4.48015 1.57171  -0.69
15 C 0.15894 -5.33094 1.34454  -0.47
16 C 1.23884 -4.90556 0.54227  -0.43
17 C 1.19467 -3.64264 -0.05996  -0.50
18 O -0.35225 0.94734 -4.90305  -0.57
19 O 0.80870 -1.41411 -2.17193  0.08
20 H -1.48836 4.15325 -2.01783  0.41
21 H 1.76672 4.83922 0.73235  0.34
22 H 0.24568 5.70691 -1.07899  0.39
23 C -4.28597 0.54200 0.38955  -1.28
24 C -3.24218 -0.83128 -1.91189  -1.16
25 H 2.79625 2.89368 1.71642  0.45
26 H 1.39185 2.46300 2.69447  0.39
27 H -1.11679 1.14142 -5.48466  0.29
28 H -2.70541 2.12296 -1.83218  0.09
29 C 2.98148 0.22287 3.23500  -1.19
30 C 3.90092 0.70446 0.60456  -1.33
31 H -1.81382 -2.50824 1.05099  0.17
32 H -1.76698 -4.75176 2.21498  0.44
33 H 0.16042 -6.32105 1.82928  0.32
34 H 2.07947 -5.58752 0.41561  0.39
35 H 2.05612 -3.33333 -0.67037  0.32
36 H 0.16997 -1.10932 -1.35975  -0.12
37 H 0.18491 -2.01184 -2.68566  0.37
38 H 0.91095 -0.63312 -2.67383  0.31
39 H 0.44301 1.54349 -5.06576  0.31
40 H 0.12117 -1.76423 -0.18293  -1.17
41 H -4.99123 0.83281 -0.42051  0.37
42 H -4.69415 -0.30081 0.99153  0.36
43 H -4.07560 1.40837 1.04999  0.30
44 H -4.12190 -0.37268 -2.37350  0.44
45 H -2.46966 -0.95168 -2.68132  0.21
46 H -3.54288 -1.83761 -1.59268  0.32
47 H 4.66732 1.21751 1.19321  0.41
48 H 4.26710 -0.29178 0.33479  0.36
49 H 3.72414 1.26465 -0.31648  0.34
50 H 3.88779 0.81675 3.42725  0.39
51 H 2.20797 0.45728 3.98168  0.29
52 H 3.22351 -0.84771 3.31478  0.37
53 I -1.15269 0.81408 3.97830  -0.53

ΔE to the lowest compared entry with this formula, charge and spin in eV: 4.2733
HOMO level (alpha / beta) in eV: -4.24 / -4.24
Max |F| in eV Å⁻¹: 3.3
Frontier orbital gap (alpha / beta) in eV: 4.3 / 4.3
DFT total energy in Ha: -1882.2272

Here is C17H29N2Pm as an isolated structure from OMol25. Energies are from wB97M-V/def2-TZVPD.

Each line ends with the Mulliken spin population.
CARTESIAN COORDINATES (ANGSTROEM)
1 C 1.35750 2.04274 -1.37600  -0.20
2 H 2.17255 2.34923 -0.74512  0.01
3 H 1.55505 1.28811 -2.12888  0.01
4 H 1.26490 -0.25642 1.56864  0.01
5 C 0.16730 2.84141 -1.38163  0.03
6 H -0.71152 2.38687 -1.86506  -0.01
7 H -0.18423 3.20307 -0.37822  -0.01
8 C 0.63373 4.10484 -2.14435  -0.02
9 H -0.11043 4.86319 -2.17504  0.00
10 H 1.55123 4.51927 -1.68156  0.00
11 H 0.91605 3.81634 -3.16368  0.00
12 C -0.88099 -1.90897 -0.32618  -0.05
13 C -1.53064 -1.12217 -1.31123  -0.01
14 C -0.57656 -0.78331 -2.31185  -0.01
15 C 0.68048 -1.35623 -1.94165  -0.03
16 C 0.49230 -2.04966 -0.69659  0.03
17 C 1.50120 -2.87169 0.02662  0.00
18 C 1.92002 -1.31198 -2.76886  -0.01
19 C -0.83543 -0.00704 -3.56087  0.00
20 C -2.98794 -0.79792 -1.33981  0.00
21 C -1.53335 -2.54324 0.85227  0.00
22 Pm 0.28083 0.54050 -0.11342  4.23
23 H 2.80234 -1.58335 -2.17957  0.00
24 H 1.86132 -2.00087 -3.62768  0.00
25 H 2.08294 -0.31111 -3.18652  0.00
26 H 2.52096 -2.59595 -0.26800  0.00
27 H 1.41237 -2.73568 1.11285  0.00
28 H 1.37706 -3.95055 -0.17180  0.00
29 H -2.46800 -2.02435 1.10093  0.00
30 H -1.78458 -3.60447 0.67711  0.00
31 H -0.89215 -2.50577 1.74323  0.00
32 H -3.17986 0.08632 -1.96150  0.00
33 H -3.59527 -1.62580 -1.74682  0.00
34 H -3.35794 -0.58894 -0.32670  0.00
35 H -0.08617 0.78673 -3.70841  0.00
36 H -0.80087 -0.64972 -4.45552  0.00
37 H -1.82387 0.46559 -3.52874  0.00
38 C -0.70340 1.53897 5.16843  0.00
39 N -0.09318 0.68152 4.17117  0.00
40 C 0.56677 -0.51905 4.45918  0.00
41 C 1.04284 -1.01235 3.32435  0.00
42 N 0.67567 -0.10923 2.35979  0.00
43 C 0.00892 0.94291 2.88331  0.01
44 H -1.45535 0.99959 5.75238  0.00
45 H 0.03534 1.93713 5.87675  0.00
46 H -1.19036 2.38464 4.67801  0.00
47 H 0.64693 -0.93450 5.43971  0.00
48 H 1.66492 -1.85317 3.01543  0.00
49 H -0.40941 1.83453 2.36106  0.00

ΔE to the lowest compared entry with this formula, charge and spin in eV: 0.0000
HOMO level (alpha / beta) in eV: -13.56 / -13.51
Max |F| in eV Å⁻¹: 3.8
Frontier orbital gap (alpha / beta) in eV: 6.0 / 6.0
Multiplicity: 5
Net charge: +2
DFT total energy in Ha: -1382.3381

Here is C17H29N3O4 in the gas phase from OMol25. Energies are from wB97M-V/def2-TZVPD.

Each line ends with the Mulliken charge.
CARTESIAN COORDINATES (ANGSTROEM)
1 C -7.46606 -1.02760 -1.52206  -1.09
2 C -7.41982 -1.11911 -0.00378  -0.25
3 O -6.44518 -0.22686 0.54240  -0.37
4 C -5.17694 -0.64661 0.56513  0.17
5 O -4.81657 -1.73310 0.19665  -0.59
6 C -4.26780 0.44967 1.08861  0.68
7 C -2.93595 -0.11857 1.59783  -1.18
8 C -1.89422 -0.13356 0.48845  -0.72
9 N -1.54959 1.22432 0.07085  0.20
10 C -0.83928 1.21436 -1.18855  -0.74
11 C 0.61549 0.79309 -1.00421  0.64
12 O 1.26482 0.29217 -1.90093  -0.75
13 N 1.08870 1.07698 0.23255  -0.06
14 C 2.36655 0.82762 0.79412  0.49
15 O 2.56316 1.11715 1.95245  -0.68
16 N 3.24571 0.28448 -0.05343  -0.12
17 C 4.59664 -0.06812 0.32720  -0.32
18 C 5.60516 0.66479 -0.55911  -0.73
19 C 7.03062 0.28928 -0.16545  -0.67
20 C 7.23471 -1.21895 -0.26902  -0.63
21 C 6.22971 -1.95184 0.61408  -0.67
22 C 4.80273 -1.58080 0.22213  -0.79
23 C -2.68237 2.13944 0.14694  -1.18
24 C -4.02299 1.43887 -0.06834  -0.96
25 H -7.65330 -0.00215 -1.83196  0.29
26 H -8.25990 -1.66424 -1.90160  0.39
27 H -6.51969 -1.35837 -1.94293  0.30
28 H -8.36789 -0.80878 0.43964  0.31
29 H -7.17714 -2.14036 0.30726  0.32
30 H -4.79530 0.96308 1.89614  0.39
31 H -3.08766 -1.13966 1.94875  0.45
32 H -2.56656 0.47968 2.43086  0.39
33 H -0.98088 -0.62237 0.84107  0.36
34 H -2.28350 -0.72848 -0.35233  0.45
35 H -0.81074 2.22669 -1.60383  0.43
36 H -1.28644 0.55179 -1.94823  0.31
37 H 0.40872 1.47533 0.87462  0.25
38 H 2.93196 0.07798 -0.99663  0.38
39 H 4.71748 0.24979 1.36821  0.39
40 H 5.42695 0.39036 -1.60173  0.31
41 H 5.45869 1.74217 -0.46302  0.36
42 H 7.74027 0.80768 -0.81323  0.34
43 H 7.21732 0.61037 0.86152  0.33
44 H 7.10226 -1.53265 -1.30696  0.31
45 H 8.25173 -1.47781 0.03170  0.31
46 H 6.36822 -3.03083 0.52177  0.34
47 H 6.39881 -1.67994 1.65815  0.33
48 H 4.60977 -1.89508 -0.80655  0.30
49 H 4.08869 -2.09074 0.87147  0.36
50 H -2.67931 2.60320 1.14043  0.30
51 H -2.55229 2.93534 -0.58891  0.51
52 H -3.99536 0.90382 -1.02064  0.39
53 H -4.83216 2.16707 -0.11754  0.42

ΔE to the lowest compared entry with this formula, charge and spin in eV: 0.1631
SMILES string: CCOC(=O)C1CCN(CC(=O)NC(=O)NC2CCCCC2)CC1
HOMO level in eV: -9.02
Max |F| in eV Å⁻¹: 0.5
Frontier orbital gap in eV: 9.7
DFT total energy in Ha: -1130.4940